Record 1
11
Properties=species:S:1:pos:R:3:mulliken_charge:R:1 method="wB97M-V/def2-TZVPD" orbital_gap_ev=8.735 smiles="CC(=O)C(N)=S" e_lumo_ev=-0.114 relative_energy_kcal_mol=16.80 charge=0
C 1.352 -0.432 -0.711 -1.14
C -0.138 -0.350 -0.576 0.63
O -0.919 -0.942 -1.302 -0.54
C -0.513 0.717 0.393 0.24
N -1.461 0.176 1.181 -0.38
S 0.200 2.175 0.452 -0.28
H 1.719 0.295 -1.420 0.32
H 1.743 -1.402 -1.099 0.33
H 1.853 -0.291 0.252 0.36
H -1.873 0.740 1.899 0.23
H -1.963 -0.686 0.932 0.24

Record 2
54
Properties=species:S:1:pos:R:3:mulliken_charge:R:1 method="wB97M-V/def2-TZVPD" orbital_gap_ev=9.173 smiles=COCCNCCOC.COCCNCCOC.CO e_lumo_ev=0.643 relative_energy_kcal_mol=165.09 charge=0
C 4.784 -2.881 0.745 -0.70
O 3.601 -2.086 0.779 -0.31
C 2.976 -2.098 -0.530 -0.33
C 1.748 -1.182 -0.427 -0.92
N 1.054 -0.975 -1.686 -0.06
C 0.191 -2.143 -1.959 -0.43
C -0.642 -1.941 -3.250 -0.29
O -1.357 -3.159 -3.643 -0.32
C -2.075 -2.960 -4.823 -0.65
H 5.368 -2.609 1.796 0.21
H 5.315 -2.749 -0.234 0.29
H 4.320 -3.860 1.062 0.29
H 2.672 -3.116 -0.724 0.36
H 3.422 -1.647 -1.408 0.31
H 2.111 -0.217 -0.167 0.34
H 0.993 -1.384 0.317 0.38
H 1.714 -0.762 -2.475 0.28
H -0.654 -2.370 -1.119 0.18
H 0.917 -3.110 -1.931 0.17
H 0.065 -1.765 -4.048 0.33
H -1.444 -1.148 -3.038 0.13
H -1.456 -2.837 -5.676 0.30
H -2.809 -2.076 -4.661 0.25
H -2.612 -3.923 -5.034 0.23
C -4.327 -1.339 2.063 -0.74
O -3.797 -0.121 2.615 -0.35
C -2.368 0.001 2.238 0.01
C -2.095 1.553 2.458 -0.68
N -0.756 1.732 2.120 -0.22
C -0.437 3.177 2.288 -0.88
C 1.176 3.305 1.954 -0.20
O 1.504 4.530 2.371 -0.33
C 2.865 4.849 1.953 -1.04
H -3.914 -1.722 0.974 0.16
H -5.416 -1.507 2.097 0.31
H -3.888 -2.186 2.491 0.39
H -2.325 -0.320 1.203 -0.26
H -1.690 -0.536 2.691 0.58
H -2.065 1.934 3.525 0.36
H -2.587 2.462 2.082 0.39
H -0.842 1.590 0.923 0.08
H -0.647 3.394 3.307 0.52
H -0.943 3.892 1.645 0.31
H 1.151 3.136 0.845 0.19
H 1.969 2.503 2.322 0.26
H 3.309 5.742 2.239 0.42
H 3.047 4.667 0.838 0.29
H 3.602 4.341 2.359 0.47
C -1.754 1.432 -1.207 -0.71
O -0.380 1.398 -0.980 -0.60
H -2.497 2.131 -0.578 0.21
H -2.121 0.363 -1.094 0.15
H -1.982 1.775 -2.098 0.48
H -0.003 0.802 -1.502 0.40

Record 3
19
Properties=species:S:1:pos:R:3:lowdin_spin:R:1 method="wB97M-V/def2-TZVPD" orbital_gap_ev="4.905 / 4.653" s_squared=0.75 e_lumo_ev="2.895 / 2.613" relative_energy_kcal_mol=62.53 multiplicity=2 charge=-1
C -1.965 -1.648 0.381 0.00
C -1.223 -0.983 1.633 0.00
S -1.612 -1.953 3.006 0.00
H -1.674 -0.943 -0.368 0.00
H -2.985 -1.718 0.267 0.00
H -1.565 -2.701 0.209 0.00
H -1.697 0.116 1.870 0.00
H -0.205 -0.762 1.485 0.00
C 2.571 0.917 -2.881 0.05
C 1.676 1.726 -1.807 0.10
N 1.668 3.096 -2.282 0.26
H 2.005 0.887 -3.894 0.02
H 3.519 1.281 -3.081 0.02
H 2.584 -0.246 -2.565 0.01
H 0.631 1.323 -1.799 0.02
H 2.185 1.648 -0.838 0.02
H 0.735 3.674 -2.252 0.19
H 1.918 3.176 -3.278 0.15
H 2.322 3.772 -1.834 0.17

Record 4
46
Properties=species:S:1:pos:R:3:mulliken_charge:R:1 method="wB97M-V/def2-TZVPD" orbital_gap_ev=10.626 e_lumo_ev=2.453 relative_energy_kcal_mol=0.00 charge=-1
P 0.100 0.591 -0.187 1.60
F -0.976 -0.317 0.607 -0.26
F -0.268 -0.183 -1.543 -0.34
F -1.109 1.661 -0.475 -0.54
F 1.142 1.543 -0.987 -0.51
F 0.402 1.400 1.177 -0.21
F 1.296 -0.419 0.141 -0.49
O -0.356 2.874 -2.975 -0.63
H 0.166 2.657 -2.189 0.31
H -0.369 3.833 -3.020 0.27
O 1.072 -3.854 1.228 -0.63
H 0.843 -4.721 0.883 0.27
H 1.137 -3.294 0.441 0.35
O -2.237 0.861 -3.665 -0.67
H -2.463 0.539 -2.787 0.33
H -1.566 1.543 -3.500 0.39
O 1.423 0.142 -4.136 -0.67
H 0.886 -0.263 -3.445 0.27
H 1.997 0.740 -3.650 0.32
O 0.475 3.314 3.322 -0.69
H -0.112 2.907 2.676 0.33
H -0.102 3.772 3.937 0.29
O -3.444 -1.423 0.764 -0.68
H -3.053 -0.657 1.204 0.36
H -3.058 -2.176 1.219 0.31
O -2.621 1.777 1.829 -0.67
H -3.481 2.048 1.496 0.30
H -2.008 1.960 1.094 0.32
O 0.641 -2.906 -2.950 -0.67
H 0.480 -2.470 -3.792 0.29
H -0.181 -2.807 -2.438 0.41
O -1.119 0.203 3.822 -0.65
H -1.543 0.874 3.273 0.31
H -0.646 -0.349 3.192 0.34
O -1.863 -2.745 -1.558 -0.73
H -1.802 -3.306 -0.780 0.31
H -1.816 -1.843 -1.209 0.30
O 3.226 2.436 2.930 -0.69
H 2.299 2.590 3.171 0.40
H 3.528 1.789 3.575 0.32
O 2.606 -0.485 2.682 -0.66
H 1.912 -0.836 2.114 0.27
H 2.887 0.313 2.220 0.40
O 2.717 -2.733 -1.032 -0.66
H 2.757 -1.794 -0.827 0.29
H 2.201 -2.782 -1.852 0.40

Record 5
153
Properties=species:S:1:pos:R:3:mulliken_charge:R:1 method="wB97M-V/def2-TZVPD" orbital_gap_ev=5.492 e_lumo_ev=-12.844 charge=+5
C -0.575 4.636 2.518 -0.63
C -0.415 3.504 3.527 0.16
O -1.275 2.770 3.765 -0.41
N 0.832 3.642 4.294 0.45
H 1.052 4.601 4.521 0.46
H 0.772 3.076 5.129 0.28
C 1.996 3.082 3.459 -0.63
H -1.465 4.421 1.927 0.13
H 0.239 4.673 1.793 -0.04
H -0.657 5.566 3.081 0.50
H 1.908 2.001 3.349 0.20
H 2.899 3.130 4.068 0.51
H 2.253 3.554 2.511 0.02
C 1.490 -0.532 -3.959 -0.73
N 0.075 -0.686 -3.597 0.52
C -0.795 0.267 -3.799 -1.23
C -2.126 0.073 -3.428 -0.38
C -2.626 -1.142 -2.902 1.00
C -1.654 -2.102 -2.648 -0.81
C -0.319 -1.825 -2.962 -0.02
C -4.036 -1.328 -2.577 1.14
C -5.050 -0.669 -3.327 -0.65
C -6.399 -0.931 -3.176 -0.59
N -6.798 -1.836 -2.214 0.13
C -5.916 -2.539 -1.470 -0.49
C -4.551 -2.371 -1.742 -0.77
C -8.225 -2.291 -2.092 -0.85
H 1.625 -0.456 -5.038 0.49
H 2.140 -1.372 -3.713 -0.04
H 1.964 0.273 -3.398 0.29
H -0.437 1.141 -4.323 0.70
H -2.859 0.853 -3.572 0.32
H -1.872 -3.064 -2.208 0.45
H 0.356 -2.638 -2.738 0.29
H -4.718 -0.060 -4.155 0.65
H -7.123 -0.395 -3.771 0.45
H -6.195 -3.440 -0.943 0.42
H -3.947 -3.057 -1.165 0.31
H -8.184 -3.380 -2.113 0.34
H -8.809 -1.867 -2.908 0.34
H -8.643 -2.036 -1.118 0.34
C 3.953 4.892 -2.782 -0.77
N 4.294 3.540 -2.403 0.32
C 5.469 2.969 -2.772 -0.78
C 5.904 1.780 -2.214 -0.62
C 5.110 1.073 -1.287 0.82
C 3.894 1.676 -0.896 -0.69
C 3.470 2.914 -1.498 -0.20
C 5.584 -0.148 -0.710 0.27
C 6.038 -0.091 0.611 -0.61
C 6.510 -1.326 1.210 -0.42
N 6.477 -2.495 0.499 0.09
C 6.089 -2.507 -0.792 -0.94
C 5.635 -1.318 -1.401 -0.30
C 7.245 -3.672 1.000 -0.93
H 4.623 5.614 -2.315 0.33
H 2.903 5.018 -2.518 0.10
H 4.005 4.876 -3.871 0.51
H 6.055 3.482 -3.521 0.54
H 6.913 1.506 -2.483 0.58
H 3.189 1.044 -0.376 0.56
H 2.542 3.384 -1.207 0.32
H 6.044 0.783 1.246 0.65
H 6.890 -1.428 2.216 0.47
H 6.186 -3.399 -1.392 0.65
H 5.282 -1.413 -2.417 0.70
H 7.314 -3.620 2.087 0.32
H 8.248 -3.692 0.575 0.40
H 6.902 -4.679 0.764 0.35
C 1.875 -2.459 4.100 -1.09
N 0.452 -2.138 4.069 0.27
C -0.057 -1.738 2.886 -0.68
C -1.419 -1.325 2.819 -0.78
C -2.186 -1.386 4.004 0.58
C -1.570 -1.949 5.148 -0.58
C -0.212 -2.227 5.167 -0.33
C -3.624 -0.887 4.028 0.23
C -4.576 -1.827 4.085 -0.53
C -5.966 -1.386 4.053 -0.65
N -6.242 -0.063 3.982 0.13
C -5.256 0.818 3.910 -0.51
C -3.945 0.478 3.948 -0.62
C -7.606 0.410 4.214 -0.90
H 1.992 -3.505 3.815 0.38
H 2.261 -2.183 5.081 0.38
H 2.518 -1.917 3.407 0.36
H 0.607 -1.639 2.040 0.64
H -1.791 -0.806 1.947 0.64
H -2.216 -1.937 6.014 0.62
H 0.317 -2.579 6.040 0.48
H -4.286 -2.845 4.300 0.65
H -6.824 -2.025 4.196 0.51
H -5.514 1.866 3.913 0.57
H -3.158 1.206 4.082 0.95
H -8.117 0.665 3.285 0.35
H -7.580 1.299 4.844 0.38
H -8.289 -0.303 4.676 0.35
C 0.281 -7.985 -2.146 -1.37
C 0.581 -6.536 -2.581 0.23
C 1.614 -5.738 -1.768 -0.72
O 1.920 -4.511 -2.449 -0.32
C 2.901 -3.732 -1.815 -0.44
N 0.938 -6.563 -4.092 -0.22
H 1.901 -6.813 -4.260 0.35
H 0.405 -7.102 -4.760 0.40
H 0.803 -5.626 -4.444 0.29
H -0.376 -8.420 -2.899 0.41
H -0.201 -7.797 -1.187 0.39
H 1.170 -8.613 -2.207 0.40
H -0.398 -6.064 -2.496 0.07
H 2.481 -6.396 -1.697 0.49
H 1.248 -5.673 -0.743 0.43
H 2.793 -3.693 -0.731 0.45
H 2.709 -2.753 -2.254 -0.16
H 3.901 -4.052 -2.109 0.35
C -0.483 4.424 -1.274 -0.84
C -1.547 3.371 -1.551 1.62
C -2.647 3.165 -0.410 -0.34
O -3.758 2.402 -0.896 -0.46
C -4.552 1.797 0.208 -0.45
N -2.142 3.702 -2.896 0.05
H -2.834 4.429 -2.786 0.44
H -1.463 4.025 -3.570 0.35
H -2.510 2.940 -3.448 0.09
H -0.906 5.421 -1.395 0.68
H 0.317 4.227 -1.988 0.06
H 0.048 4.339 -0.326 -0.46
H -1.066 2.434 -1.834 -1.01
H -2.999 4.168 -0.171 0.68
H -2.098 2.644 0.374 -0.07
H -5.476 2.341 0.406 0.42
H -3.966 1.645 1.114 0.11
H -4.924 0.815 -0.082 0.10
B 3.041 5.801 1.357 0.20
F 3.289 7.100 0.779 -0.37
F 4.226 5.098 1.727 -0.41
F 2.305 5.916 2.504 -0.31
F 2.308 5.111 0.435 -0.03
B 0.249 0.330 0.088 -0.17
F 0.195 0.576 1.411 -0.32
F -0.995 0.014 -0.455 0.36
F 0.727 1.451 -0.576 0.11
F 1.043 -0.766 -0.112 -0.27
B 1.443 3.309 -5.341 0.18
F 1.579 2.311 -4.362 0.00
F 2.674 3.848 -5.618 -0.34
F 0.879 2.670 -6.373 -0.33
F 0.677 4.318 -4.831 -0.39
B 1.688 1.410 6.828 0.24
F 1.634 1.104 8.227 -0.35
F 0.501 2.064 6.530 -0.43
F 2.840 2.215 6.607 -0.36
F 1.737 0.268 6.043 -0.17

Record 6
55
Properties=species:S:1:pos:R:3:mulliken_charge:R:1 method="wB97M-V/def2-TZVPD" orbital_gap_ev=9.009 smiles="COc1ccc(S(=O)(=O)N2CCOCC2)cc1NC(=O)CSc1n[nH]c(C(C)C)n1" e_lumo_ev=0.376 relative_energy_kcal_mol=11.23 charge=0
C -2.120 -1.335 -3.245 -0.99
O -1.747 -1.724 -1.944 -0.46
C -0.432 -1.676 -1.590 0.93
C 0.604 -1.242 -2.405 -0.52
C 1.902 -1.193 -1.913 -0.71
C 2.158 -1.599 -0.621 -0.34
S 3.820 -1.473 0.048 1.28
O 4.008 -2.532 0.991 -0.72
O 4.729 -1.338 -1.053 -0.75
N 3.900 -0.050 0.898 0.14
C 3.212 0.061 2.164 -1.16
C 1.857 0.761 2.010 0.53
O 1.985 1.992 1.321 -0.55
C 2.563 1.815 0.047 0.53
C 3.955 1.185 0.155 -1.08
C 1.149 -2.070 0.198 -0.32
C -0.153 -2.098 -0.272 -0.04
N -1.224 -2.498 0.527 -0.13
C -1.370 -2.129 1.831 0.28
O -0.480 -1.712 2.532 -0.60
C -2.764 -2.372 2.393 -0.69
S -4.125 -2.172 1.197 -0.27
C -3.678 -0.626 0.548 0.42
N -4.384 0.022 -0.353 -1.05
N -3.640 1.120 -0.586 0.46
C -2.526 1.094 0.175 -0.05
C -1.468 2.138 0.164 1.64
C -2.029 3.473 0.659 -1.74
C -0.880 2.277 -1.243 -1.16
N -2.530 -0.001 0.900 -0.18
H -3.203 -1.443 -3.279 0.31
H -1.853 -0.292 -3.444 0.32
H -1.663 -1.980 -4.001 0.39
H 0.413 -0.928 -3.419 0.44
H 2.718 -0.853 -2.528 0.52
H 3.089 -0.945 2.561 0.43
H 3.848 0.642 2.841 0.31
H 1.444 1.006 2.989 0.56
H 1.149 0.108 1.482 -0.33
H 2.625 2.810 -0.398 0.48
H 1.916 1.174 -0.572 -0.42
H 4.369 0.956 -0.826 0.43
H 4.626 1.873 0.682 0.34
H 1.380 -2.409 1.193 0.59
H -2.074 -2.704 0.013 0.33
H -2.919 -1.691 3.230 0.37
H -2.842 -3.400 2.750 0.43
H -3.962 1.814 -1.241 0.21
H -0.684 1.807 0.850 -0.44
H -2.791 3.855 -0.018 0.31
H -1.226 4.203 0.724 0.46
H -2.468 3.357 1.647 0.41
H -0.064 2.994 -1.227 0.36
H -0.492 1.321 -1.590 0.04
H -1.632 2.628 -1.948 0.44